The following is a DFT calculation (the ωB97M-V functional and the def2-TZVPD basis) of a 8-piece molecular cluster, C36H79FN3O9 overall.

Properties
**Highest occupied orbital energy**: -0.424 Eh
**Molar mass**: 717.04 g/mol

```
! RIJCOSX wB97M-V def2-TZVPD def2/J DEFGRID3
* xyz 1 1
C 5.7461 -1.8198 4.5828
C 5.1818 -0.7648 3.4643
C 3.8391 -1.4326 2.8623
C 2.8544 -0.4001 2.1110
C 3.5849 0.6444 1.1254
C 4.0498 2.0231 1.8121
C 2.9239 3.1708 1.8443
C 1.5562 2.7427 2.5983
C 0.5601 2.1780 1.4644
C -0.9169 1.8326 1.9805
C -1.0496 0.5579 2.9372
C -2.5426 0.2390 3.3744
C -3.6554 1.2138 2.7926
C -5.2208 1.0284 3.0999
O -6.0102 1.9835 2.7973
N -5.8087 -0.2072 3.6706
C -6.2976 -1.1211 2.5960
O -7.1742 -2.0025 2.8134
F -5.8046 -0.9970 1.2653
N -3.2169 2.3007 1.9583
N -2.0042 2.6379 1.5361
H 6.5356 -1.2363 5.1882
H 6.1390 -2.7863 4.1150
H 4.8510 -1.9921 5.3039
H 4.9194 0.1880 4.0634
H 5.9186 -0.5857 2.6073
H 4.0470 -2.3796 2.2062
H 3.2504 -1.8396 3.7809
H 2.1738 0.0714 2.9042
H 2.1582 -1.0477 1.4369
H 4.5178 0.1042 0.6991
H 2.9452 0.9121 0.1957
H 4.9178 2.4380 1.1573
H 4.4757 1.9230 2.8698
H 3.3405 4.1010 2.3854
H 2.6507 3.5192 0.7718
H 1.1149 3.7290 3.0291
H 1.7072 2.0511 3.4975
H 0.4446 3.0291 0.6819
H 0.9458 1.2587 0.8984
H -0.1497 -0.0723 3.2559
H -2.8046 -0.6573 4.0352
H -6.6882 0.1113 4.1396
H -3.9954 2.9265 1.6322
C -7.3307 4.4965 -1.7750
C -5.8762 4.4208 -1.3399
C -5.2350 3.1123 -1.7756
O -5.7997 4.5362 0.0812
H -7.9163 3.6887 -1.3235
H -7.7818 5.4362 -1.4452
H -7.4216 4.4275 -2.8620
H -5.3211 5.2616 -1.7650
H -5.7480 2.2563 -1.3239
H -4.1924 3.0667 -1.4459
H -5.2628 3.0016 -2.8626
H -6.2893 3.7957 0.4671
C 2.1341 0.9175 -3.3373
C 3.5538 1.2143 -2.8817
C 4.5679 0.8786 -3.9639
O 3.8418 0.4525 -1.7101
H 2.0115 -0.1455 -3.5674
H 1.4206 1.1527 -2.5451
H 1.8746 1.4991 -4.2263
H 3.6396 2.2715 -2.6133
H 4.5313 -0.1861 -4.2168
H 5.5839 1.0862 -3.6163
H 4.3834 1.4593 -4.8716
H 3.7690 -0.4852 -1.9379
C -1.8648 -1.4412 -0.7661
C -1.4316 -0.3847 -1.7711
C -2.2109 -0.5037 -3.0700
O -0.0392 -0.5297 -2.0410
H -1.6840 -2.4484 -1.1550
H -1.2875 -1.3513 0.1596
H -2.9280 -1.3455 -0.5262
H -1.5790 0.6124 -1.3431
H -2.0419 -1.4773 -3.5390
H -1.8808 0.2538 -3.7865
H -3.2845 -0.3800 -2.8998
H 0.1018 -1.4096 -2.4211
C 1.5991 7.6679 3.7518
C 0.8850 6.5526 4.4988
C 0.0841 7.0959 5.6717
O 1.8451 5.6111 4.9760
H 2.3060 8.1867 4.4072
H 2.1799 7.2619 2.9188
H 0.8873 8.3985 3.3586
H 0.2184 6.0192 3.8140
H 0.7384 7.5948 6.3937
H -0.4143 6.2823 6.2063
H -0.6730 7.8094 5.3360
H 2.4399 6.0732 5.5829
C -4.8964 -5.0805 -1.7503
C -4.4621 -4.0251 -2.7548
C -5.2420 -4.1436 -4.0546
O -3.0683 -4.1714 -3.0235
H -4.7162 -6.0879 -2.1393
H -4.3196 -4.9909 -0.8253
H -5.9586 -4.9840 -1.5107
H -4.6085 -3.0285 -2.3278
H -5.0737 -5.1185 -4.5237
H -4.9114 -3.3865 -4.7714
H -6.3146 -4.0191 -3.8842
H -2.9276 -5.0507 -3.4020
C -1.6264 -2.6887 -6.4719
C -0.1748 -2.8050 -6.0345
C 0.4291 -4.1318 -6.4661
O -0.0971 -2.6885 -4.6143
H -2.2354 -3.4782 -6.0191
H -2.0510 -1.7352 -6.1448
H -1.7177 -2.7576 -7.5590
H 0.4049 -1.9813 -6.4609
H -0.1085 -4.9715 -6.0133
H 1.4687 -4.2066 -6.1350
H 0.3994 -4.2441 -7.5530
H -0.6078 -3.4140 -4.2266
C 6.4734 -5.7043 2.6116
C 5.3932 -5.1397 1.7025
C 5.1206 -6.0644 0.5265
O 5.8026 -3.8624 1.2160
H 7.4184 -5.8194 2.0708
H 6.6675 -5.0245 3.4459
H 6.1813 -6.6777 3.0145
H 4.4723 -4.9904 2.2741
H 6.0186 -6.1919 -0.0866
H 4.3507 -5.6409 -0.1247
H 4.7881 -7.0486 0.8670
H 6.6173 -3.9838 0.7087
*
```

Atom charges from the Löwdin analysis, given in e for atoms 1 to 5:
1. C -0.1213
2. C -0.2431
3. C -0.2203
4. C -0.2147
5. C -0.2031


The following is a DFT calculation (the ωB97M-V functional and the def2-TZVPD basis) of C36H80F4N6NaO8S4 as an isolated structure.

Properties
**Highest occupied orbital energy**: -0.468 Eh
**Molar mass**: 952.32 g/mol
**Energy relative to the best compared isomer or geometry (same formula, charge and spin)**: 37.16 kcal/mol

```
! RIJCOSX wB97M-V def2-TZVPD def2/J DEFGRID3
* xyz 3 1
Na -1.8083 2.0442 4.6521
C 2.7139 -6.2503 -2.9503
C 1.5227 -5.4196 -3.4911
C 1.7801 -4.6445 -4.8924
N 0.5590 -3.8986 -5.4836
C 0.9018 -3.4223 -6.9106
C -0.2025 -2.4315 -7.5027
C -0.7016 -1.3362 -6.5701
C -1.0076 -1.8547 -5.1490
C 0.1441 -2.7516 -4.5043
C -0.6027 -4.9380 -5.6850
H 3.1908 -6.8462 -3.7285
H 2.6172 -6.8929 -2.0752
H 3.4605 -5.5402 -2.5948
H 1.3431 -4.7396 -2.6583
H 0.7256 -6.1280 -3.7168
H 2.1509 -5.3658 -5.6207
H 2.6100 -3.9623 -4.7085
H 1.8876 -2.9574 -6.8986
H 0.9414 -4.3425 -7.4936
H 0.2008 -2.0689 -8.4482
H -1.0862 -3.0443 -7.6808
H 0.0452 -0.5446 -6.5078
H -1.5995 -0.8859 -6.9932
H -1.2332 -0.9924 -4.5216
H -1.8680 -2.5232 -5.1179
H 1.0420 -2.1885 -4.2495
H -0.1886 -3.1664 -3.5529
H -0.9836 -5.0773 -4.6733
H -0.1554 -5.8894 -5.9727
H -1.4652 -4.6463 -6.2843
C -6.8393 -3.5341 1.4206
C -7.3573 -3.3973 -0.0647
C -7.7530 -4.8245 -0.5855
N -8.1158 -4.8829 -2.1571
C -9.0732 -3.7363 -2.3961
C -9.8037 -3.8216 -3.7531
C -10.3959 -5.2118 -3.9845
C -9.3679 -6.3953 -3.8000
C -8.7958 -6.2577 -2.4214
C -6.7921 -4.6210 -2.9967
H -7.6956 -3.8684 2.0063
H -6.4491 -2.5898 1.8004
H -6.0196 -4.2355 1.5760
H -6.6099 -2.8711 -0.6586
H -8.2641 -2.7944 -0.0168
H -8.6328 -5.1519 -0.0315
H -6.9418 -5.5512 -0.5419
H -9.8183 -3.6591 -1.6042
H -8.4620 -2.8342 -2.4231
H -10.5950 -3.0816 -3.6330
H -9.2847 -3.5124 -4.6604
H -11.2452 -5.3957 -3.3265
H -10.8282 -5.3065 -4.9807
H -9.9393 -7.3138 -3.9343
H -8.5932 -6.4279 -4.5660
H -9.5474 -6.3916 -1.6435
H -8.1228 -7.0462 -2.0846
H -7.0862 -4.3843 -4.0193
H -6.1084 -5.4630 -2.8885
H -6.2003 -3.7692 -2.6617
C 3.3658 -5.8051 4.0243
C 3.7065 -4.5012 3.3390
C 5.2566 -4.1961 3.3998
N 5.6111 -2.8451 2.6628
C 4.7855 -1.7336 3.4551
C 5.3399 -0.3224 3.1344
C 6.8422 -0.2120 3.3659
C 7.5590 -1.1641 2.5024
C 7.1421 -2.5698 2.6714
C 5.2855 -2.8535 1.1933
H 3.6778 -5.8164 5.0686
H 3.7917 -6.7085 3.5879
H 2.2933 -5.9902 3.9639
H 3.2326 -3.7273 3.9427
H 3.3348 -4.4065 2.3187
H 5.8493 -4.8944 2.8089
H 5.5928 -4.0911 4.4313
H 4.6922 -2.0086 4.5057
H 3.7753 -1.6454 3.0553
H 4.8055 0.3864 3.7670
H 5.1416 0.0039 2.1134
H 7.2030 -0.2916 4.3914
H 7.0591 0.8415 3.1894
H 8.5857 -1.0199 2.8390
H 7.4396 -0.7398 1.5055
H 7.4461 -2.9303 3.6541
H 7.6013 -3.1617 1.8796
H 4.2058 -3.0031 1.1975
H 5.8388 -3.7044 0.7957
H 5.5897 -1.8865 0.7928
C 2.1184 14.6145 -0.0080
C 2.4119 13.4948 1.0556
C 1.5754 12.2325 0.8774
N 2.1417 10.9650 1.7436
C 1.4096 9.7798 1.0809
C 1.7560 8.3957 1.7734
C 3.3167 8.2486 1.5232
C 4.1847 9.3476 2.1578
C 3.6771 10.8058 1.7469
C 1.6707 11.0023 3.2086
H 2.8412 15.4265 0.0721
H 1.0831 14.9500 -0.0684
H 2.3356 14.2151 -0.9987
H 2.2648 13.8428 2.0780
H 3.4439 13.1849 0.8914
H 1.7024 11.8596 -0.1389
H 0.5160 12.3609 1.0994
H 1.8383 9.7791 0.0788
H 0.3319 9.9433 1.0710
H 1.2016 7.5891 1.2937
H 1.6204 8.3521 2.8541
H 3.6093 8.0095 0.5008
H 3.8180 7.3792 1.9487
H 5.2566 9.2408 1.9913
H 4.0332 9.3772 3.2369
H 3.9815 10.9077 0.7053
H 4.1503 11.5545 2.3822
H 1.9147 11.9490 3.6905
H 2.0579 10.2502 3.8960
H 0.6024 11.1150 3.0239
N -0.1621 0.5978 7.4056
S -0.0679 -0.9370 7.5569
O 0.0683 -1.5567 8.9013
O 0.5255 -1.6520 6.4332
F -1.6742 -1.0371 7.4083
S 1.4380 0.7887 8.0356
O 2.6002 0.1948 7.3642
O 1.5064 1.0502 9.4736
F 1.6906 2.2386 7.3520
N -1.1992 0.6000 1.5097
S 0.0385 1.2993 0.4816
O -0.0846 1.0573 -0.9246
O 1.3576 1.4069 1.0384
F -0.4960 2.8170 0.6412
S -1.0998 -0.8147 0.9263
O 0.1863 -1.4948 0.8671
O -2.0972 -1.1621 -0.0858
F -1.6427 -1.5370 2.3061
*
```

Atom charges from the Löwdin analysis, given in e for atoms 1 to 5:
1. Na 0.8829
2. C -0.0974
3. C -0.1960
4. C -0.0963
5. N -0.2302


The following is a DFT calculation (the ωB97M-V functional and the def2-TZVPD basis) of a 6-piece molecular cluster, C36H80N6O5 overall.

Properties
**Highest occupied orbital energy**: -0.658 Eh
**Molar mass**: 677.07 g/mol
**Energy relative to the best compared isomer or geometry (same formula, charge and spin)**: 17.91 kcal/mol

```
! RIJCOSX wB97M-V def2-TZVPD def2/J DEFGRID3
* xyz 4 1
N 19.4041 20.5058 22.1074
O 19.9379 19.8243 23.0218
O 18.6175 20.0163 21.2980
O 19.7565 21.7007 22.0554
C 15.8962 19.2858 24.2927
C 16.2882 20.7444 24.1897
O 16.9171 21.3621 25.0098
N 15.5214 21.4747 23.0491
H 15.2800 20.7846 22.3463
H 14.6791 21.7750 23.5355
C 16.1500 22.7152 22.4044
H 16.0053 18.8083 23.3178
H 14.8321 19.3696 24.5228
H 16.5141 18.7454 25.0050
H 17.1293 22.4139 22.0328
H 16.2728 23.5093 23.1379
H 15.5268 23.0554 21.5795
C 22.9503 17.6867 29.3233
C 22.9119 18.8247 28.3435
C 23.8706 18.3700 27.1993
C 23.5290 18.8679 25.7623
C 22.0383 18.4886 25.3942
C 21.0612 19.0691 26.3873
N 21.4823 18.8789 27.8522
O 20.4988 18.9346 28.6420
C 19.6988 18.3960 26.1102
C 20.9300 20.6175 26.2088
C 23.3118 20.2206 28.8377
H 23.8980 17.3029 29.7000
H 22.3654 16.8227 29.0085
H 22.5000 18.0437 30.2531
H 24.0352 17.2975 27.1097
H 24.7872 18.8957 27.4642
H 24.2440 18.4581 25.0487
H 23.7531 19.9356 25.7193
H 21.9942 17.3979 25.4025
H 21.8563 18.8199 24.3725
H 19.7283 17.3532 26.4344
H 19.3860 18.4104 25.0674
H 18.8369 18.7678 26.6654
H 21.7812 21.2349 26.4933
H 20.1025 20.9319 26.8461
H 20.6770 20.9017 25.1870
H 23.1906 20.9610 28.0499
H 24.3467 20.1552 29.1708
H 22.6963 20.4148 29.7163
C 21.7218 24.5707 19.1275
C 22.4411 24.0518 20.3640
C 22.4175 22.5427 20.2260
N 23.3079 21.6602 21.1483
C 22.9029 20.1942 20.8844
C 23.2082 22.1027 22.6309
C 24.6417 22.3833 23.0703
C 25.5461 21.6280 22.0257
C 24.7771 21.9060 20.7379
H 22.1960 24.4325 18.1533
H 21.4666 25.6291 19.0928
H 20.8132 23.9869 18.9613
H 21.8683 24.3751 21.2325
H 23.4568 24.4441 20.4168
H 22.5134 22.1424 19.2152
H 21.4254 22.1504 20.4598
H 23.2462 19.9878 19.8723
H 21.8198 20.1144 20.9556
H 23.3974 19.5359 21.5962
H 22.7263 21.2652 23.1373
H 22.4795 22.8970 22.7835
H 24.7822 21.9533 24.0638
H 24.8719 23.4281 23.2752
H 25.5530 20.5452 22.1423
H 26.5461 22.0452 21.9211
H 24.9153 21.1914 19.9261
H 24.8620 22.8690 20.2376
C 22.2853 13.0712 23.7467
C 20.9022 13.3156 23.2164
C 20.5402 14.8026 23.0298
N 19.0803 15.0753 22.7634
C 18.2555 14.6020 23.9360
C 18.8521 16.5894 22.5755
C 17.5573 16.7518 21.8401
C 17.4589 15.4778 21.0105
C 18.4860 14.4764 21.4591
H 22.5413 13.5597 24.6873
H 22.9942 13.3660 22.9720
H 22.4189 12.0028 23.9133
H 20.1341 12.7794 23.7748
H 20.9240 12.8204 22.2432
H 21.2338 15.2311 22.3059
H 20.6847 15.3767 23.9471
H 18.8236 14.8199 24.8364
H 17.9961 13.5808 23.6647
H 17.3048 15.1260 23.8455
H 18.8540 17.1152 23.5294
H 19.6975 17.0272 22.0437
H 16.7933 16.6919 22.6164
H 17.4566 17.6540 21.2412
H 16.4539 15.0546 20.9929
H 17.6250 15.6312 19.9427
H 18.1935 13.4301 21.5276
H 19.4195 14.4717 20.8943
C 17.8073 23.4649 17.9646
C 17.7659 22.0858 17.2350
C 17.7149 20.8188 18.1020
N 17.5802 19.5298 17.2998
C 18.9611 19.3832 16.5817
C 16.4327 19.3851 16.2290
C 15.8194 18.0038 16.5787
C 16.7784 17.2233 17.4388
C 17.3714 18.3512 18.2641
H 18.5336 23.3135 18.7650
H 16.7987 23.6769 18.3188
H 18.1113 24.3026 17.3403
H 18.6355 22.1831 16.5847
H 16.8746 22.2348 16.6232
H 16.9428 20.7398 18.8682
H 18.6360 20.8147 18.6862
H 18.7739 18.3961 16.1532
H 19.8061 19.2909 17.2587
H 19.0200 20.0034 15.6906
H 16.6313 19.5186 15.1676
H 15.6953 20.1327 16.5188
H 15.5738 17.4545 15.6706
H 14.9160 18.1955 17.1565
H 17.5844 16.6559 16.9738
H 16.2743 16.5178 18.0992
H 18.3123 17.9848 18.6765
H 16.7458 18.6094 19.1177
*
```

Atom charges from the Löwdin analysis, given in e for atoms 1 to 5:
1. N -0.6142
2. O -0.0749
3. O -0.0495
4. O -0.0394
5. C 0.0437